1.
A molecular structure, C47H47N5O6P2PtS2 at a distorted geometry, computed with ωB97M-V with the def2-TZVPD basis set.

Structure (XYZ):
```
110
C47H47N5O6P2PtS2 (ωB97M-V with the def2-TZVPD basis set)
Pt -0.11 0.28 0.35
C 2.71 1.21 2.74
C 2.87 1.56 1.25
P 2.11 0.27 0.20
C 2.55 0.74 -1.50
C 2.92 -0.22 -2.44
C 3.16 0.14 -3.75
C 3.03 1.46 -4.14
C 2.64 2.42 -3.22
C 2.40 2.06 -1.90
C 3.01 -1.27 0.55
C 4.39 -1.35 0.35
C 5.08 -2.51 0.65
C 4.39 -3.61 1.16
C 3.02 -3.54 1.36
C 2.33 -2.37 1.06
C 1.31 1.53 3.29
P -0.07 0.52 2.58
C -1.51 1.20 3.45
C -1.76 0.80 4.76
C -2.82 1.36 5.46
C -3.62 2.32 4.86
C -3.37 2.71 3.56
C -2.31 2.16 2.86
C 0.20 -1.14 3.32
C -0.64 -2.18 2.94
C -0.42 -3.46 3.42
C 0.64 -3.73 4.28
C 1.47 -2.69 4.67
C 1.25 -1.40 4.20
H 3.47 1.72 3.34
H 2.92 0.15 2.86
H 3.92 1.71 0.99
H 2.33 2.48 1.02
H 3.02 -1.26 -2.14
H 3.45 -0.61 -4.47
H 3.21 1.75 -5.17
H 2.53 3.45 -3.52
H 2.07 2.81 -1.20
H 4.93 -0.50 -0.07
H 6.14 -2.57 0.49
H 4.92 -4.52 1.39
H 2.48 -4.39 1.74
H 1.26 -2.32 1.20
H 1.03 2.57 3.11
H 1.29 1.39 4.38
H -1.16 0.04 5.23
H -3.02 1.04 6.48
H -4.46 2.74 5.40
H -4.01 3.44 3.07
H -2.11 2.47 1.84
H -1.45 -2.00 2.25
H -1.07 -4.26 3.10
H 0.81 -4.73 4.65
H 2.29 -2.87 5.35
H 1.92 -0.62 4.54
N -5.08 -3.14 -4.43
C -4.76 -2.39 -3.31
C -4.12 -2.97 -2.22
C -3.75 -2.20 -1.13
C -4.01 -0.84 -1.12
C -4.65 -0.25 -2.19
C -5.02 -1.01 -3.28
S -3.49 0.12 0.28
O -3.08 -0.82 1.29
O -4.50 1.08 0.61
N -2.10 0.86 -0.18
C -2.16 2.12 -0.70
N -3.25 2.52 -1.35
C -3.31 3.80 -1.67
C -2.30 4.70 -1.38
C -1.16 4.15 -0.82
N -1.05 2.87 -0.51
H -5.16 -4.14 -4.28
H -5.81 -2.77 -5.02
H -3.90 -4.03 -2.22
H -3.26 -2.66 -0.29
H -4.85 0.81 -2.17
H -5.52 -0.54 -4.12
H -4.21 4.12 -2.19
H -2.38 5.75 -1.62
H -0.27 4.76 -0.65
C 3.92 -7.36 0.99
C 2.59 -7.08 0.37
C 2.40 -7.14 -1.00
C 1.16 -6.90 -1.57
C 0.09 -6.59 -0.75
C 0.25 -6.51 0.62
C 1.49 -6.76 1.18
S -1.49 -6.15 -1.47
O -1.58 -6.80 -2.75
O -2.49 -6.33 -0.46
N -1.39 -4.55 -1.73
C -0.42 -4.02 -2.67
C -0.57 -2.51 -2.81
C -0.37 -1.79 -1.48
O -0.18 -0.54 -1.58
O -0.39 -2.41 -0.42
H 4.70 -7.41 0.23
H 3.91 -8.31 1.52
H 4.19 -6.59 1.71
H 3.24 -7.39 -1.64
H 1.01 -6.98 -2.63
H -0.60 -6.27 1.25
H 1.62 -6.71 2.25
H -1.37 -4.02 -0.86
H -0.57 -4.52 -3.63
H 0.61 -4.24 -2.33
H -1.55 -2.24 -3.21
H 0.17 -2.13 -3.51
```

Properties
* energy relative to the best compared isomer or geometry (same formula, charge and spin): 0.0000 eV
* 2S+1: 1
* net charge: 0
* E_HOMO: -0.2805 Ha

---

2.
A molecular structure, C47H48CaF4N4O4SSeSi at a distorted geometry, computed with ωB97M-V with the def2-TZVPD basis set.

Structure (XYZ):
```
111
C47H48CaF4N4O4SSeSi (ωB97M-V with the def2-TZVPD basis set)
Ca 0.64 -0.70 -0.16
C -0.97 -1.44 3.78
O 0.20 -1.71 3.02
C 0.60 -3.00 2.98
C 0.17 -3.96 3.89
C 0.64 -5.27 3.80
C 1.54 -5.61 2.80
C 1.98 -4.65 1.91
C 1.52 -3.35 1.98
N 1.94 -2.32 1.08
N 3.05 -2.62 0.56
C 3.67 -1.80 -0.33
C 3.39 -0.41 -0.52
O 2.50 0.22 0.13
C 4.19 0.30 -1.49
C 5.15 -0.31 -2.21
C 5.48 -1.69 -2.01
C 6.50 -2.30 -2.75
C 6.83 -3.62 -2.55
C 6.12 -4.36 -1.59
C 5.11 -3.78 -0.86
C 4.76 -2.42 -1.06
H -1.71 -2.23 3.65
H -1.37 -0.52 3.38
H -0.72 -1.33 4.84
H -0.53 -3.69 4.66
H 0.29 -6.01 4.50
H 1.89 -6.63 2.72
H 2.66 -4.91 1.11
H 3.93 1.34 -1.65
H 5.70 0.25 -2.96
H 7.02 -1.71 -3.50
H 7.61 -4.09 -3.13
H 6.37 -5.40 -1.42
H 4.56 -4.35 -0.13
C -4.27 1.45 -2.69
C -2.89 1.64 -2.03
C -2.15 0.31 -2.09
C -3.06 2.40 -0.71
C -3.40 3.74 -0.90
C -3.74 4.57 0.14
C -3.73 4.04 1.42
C -3.35 2.73 1.68
C -3.36 2.34 3.15
C -4.09 1.05 3.49
C -1.95 2.38 3.74
C -2.95 1.88 0.60
N -2.42 0.60 0.82
C -3.24 -0.43 0.59
C -4.65 -0.38 0.41
C -5.42 -1.51 0.20
C -4.86 -2.78 0.14
C -3.47 -2.88 0.26
C -2.74 -1.76 0.47
F -1.36 -1.91 0.49
H -4.15 1.01 -3.68
H -4.80 2.40 -2.79
H -4.88 0.78 -2.08
H -2.32 2.34 -2.67
H -2.78 -0.52 -1.78
H -1.24 0.32 -1.49
H -1.84 0.12 -3.12
H -3.41 4.13 -1.92
H -3.99 5.61 -0.03
H -4.01 4.67 2.26
H -3.92 3.14 3.64
H -3.61 0.17 3.07
H -5.12 1.07 3.12
H -4.13 0.93 4.58
H -1.25 1.83 3.13
H -1.93 1.97 4.76
H -1.61 3.41 3.80
H -5.12 0.59 0.44
H -6.50 -1.40 0.08
H -5.46 -3.66 -0.04
H -2.95 -3.83 0.15
S 0.42 4.74 1.05
C 0.87 3.06 1.13
N 1.51 2.68 2.19
C 1.69 3.75 3.04
C 2.32 3.69 4.29
C 2.42 4.83 5.05
C 1.89 6.05 4.59
C 1.26 6.13 3.37
C 1.16 4.97 2.59
H 0.64 2.43 0.27
H 2.72 2.74 4.62
H 2.91 4.79 6.01
H 1.98 6.93 5.21
H 0.85 7.07 3.02
C -0.20 -3.79 -5.30
Si 0.78 -2.42 -4.43
C 0.17 -0.79 -5.12
C 2.57 -2.60 -4.98
Se 0.61 -2.71 -2.23
H -0.02 -3.79 -6.38
H -1.27 -3.65 -5.12
H 0.08 -4.76 -4.89
H 0.36 -0.76 -6.20
H 0.68 0.05 -4.65
H -0.90 -0.67 -4.97
H 2.64 -2.71 -6.07
H 3.03 -3.47 -4.51
H 3.15 -1.73 -4.68
F -0.22 4.06 -2.00
C 0.90 3.65 -2.62
F 0.80 4.09 -3.89
F 1.92 4.34 -2.06
C 1.17 2.10 -2.52
O 1.94 1.66 -3.37
O 0.63 1.56 -1.53
```

Properties
* energy relative to the best compared isomer or geometry (same formula, charge and spin): 0.6612 eV
* 2S+1: 1
* net charge: -2
* E_HOMO: -0.0737 Ha